[1]
2 unconnected molecules or ions with the total composition C12H21ClO in a non-equilibrium geometry, computed with ωB97M-V/def2-TZVPD.

Positions of all 35 atoms, in Å:
C: -1.559 -1.723 -1.076
C: -0.392 1.396 0.289
C: -0.733 2.235 -0.665
C: -0.272 -1.416 -0.961
C: -1.734 3.299 -0.478
C: -0.265 2.080 -2.163
C: -0.577 -1.057 2.310
C: 1.321 0.586 2.686
C: 1.654 -1.647 1.421
C: 0.720 -2.461 -2.830
C: 0.496 0.198 0.364
C: 0.749 -0.386 1.699
O: 0.803 -1.937 -1.540
Cl: 1.975 0.726 -0.499
H: -1.836 -2.596 -1.546
H: -2.393 -1.437 -0.458
H: -0.836 1.703 1.248
H: -2.418 2.875 0.274
H: -1.133 4.249 -0.107
H: -2.123 3.650 -1.519
H: -0.080 3.104 -2.440
H: 0.435 1.352 -2.312
H: -1.140 1.753 -2.655
H: -0.866 -1.939 1.755
H: -0.378 -1.353 3.287
H: -1.296 -0.284 2.396
H: 0.448 0.834 3.416
H: 2.207 0.258 3.099
H: 1.394 1.670 2.211
H: 2.679 -1.395 1.131
H: 1.060 -2.392 0.813
H: 1.696 -2.218 2.363
H: 1.755 -2.692 -3.123
H: 0.462 -1.684 -3.449
H: 0.177 -3.355 -2.941

## Properties
Orbital gap ... 9.0244 eV
Max |F| ... 5.70 eV/Å
Relative energy (zero: lowest compared OMol25 entry of this formula, charge and spin) ... 0.00 kcal/mol

[2]
A molecular structure, C12H21F6NNaO4PS2 in a non-equilibrium geometry, computed with ωB97M-V/def2-TZVPD.

Positions of all 48 atoms, in Å:
Na: 2.366 4.185 -3.021
P: 1.605 1.252 -1.635
F: 2.365 1.434 -3.092
F: 0.961 -0.121 -2.159
F: 2.789 0.488 -0.909
F: 0.676 1.121 -0.299
F: 2.208 2.690 -1.166
F: 0.415 2.100 -2.385
C: 0.138 -5.351 -0.006
C: 0.717 -3.931 0.013
C: -0.367 -2.929 -0.253
S: -1.133 -3.629 -1.738
O: -0.215 -3.365 -2.826
O: -2.528 -3.260 -1.813
C: -0.996 -5.389 -1.041
H: -0.242 -5.615 0.978
H: 0.936 -6.016 -0.333
H: 1.582 -3.834 -0.643
H: 1.137 -3.754 1.006
H: -0.007 -1.937 -0.518
H: -1.047 -2.926 0.599
H: -0.988 -6.139 -1.842
H: -1.994 -5.728 -0.743
C: -1.878 3.502 0.823
C: -2.217 2.966 -0.582
C: -2.201 4.206 -1.433
S: -0.743 5.180 -0.902
O: -1.165 6.548 -0.712
O: 0.357 4.900 -1.778
C: -0.591 4.361 0.706
H: -1.706 2.631 1.460
H: -2.639 4.070 1.354
H: -3.191 2.488 -0.500
H: -1.446 2.265 -0.897
H: -2.981 4.899 -1.097
H: -2.381 4.204 -2.507
H: -0.320 5.193 1.360
H: 0.403 3.910 0.615
N: 1.237 -0.456 1.815
C: 0.456 -0.443 2.934
C: 1.025 -1.294 3.859
C: 2.152 -1.879 3.294
C: 2.251 -1.377 1.999
H: 1.130 0.191 1.032
H: -0.371 0.211 3.157
H: 0.609 -1.502 4.833
H: 2.794 -2.632 3.719
H: 3.038 -1.490 1.272

## Properties
Orbital gap ... 6.6994 eV
Max |F| ... 2.67 eV/Å

[3]
A molecular structure, C12H21F9MnN2O12S3 in a non-equilibrium geometry, computed with ωB97M-V/def2-TZVPD.

Positions of all 60 atoms, in Å:
Mn: 0.089 -0.350 0.057
C: 1.908 1.559 -3.933
F: 1.243 2.581 -3.306
F: 1.206 1.143 -5.002
F: 3.196 1.863 -4.368
S: 2.116 0.099 -2.710
O: 3.291 0.569 -1.950
O: 1.014 -0.041 -1.787
O: 2.346 -1.024 -3.640
C: 3.134 -3.422 0.081
F: 4.369 -3.772 0.285
F: 2.826 -3.275 -1.245
F: 2.358 -4.240 0.747
S: 2.910 -1.853 1.162
O: 3.734 -0.895 0.382
O: 1.465 -1.526 1.006
O: 3.367 -2.085 2.608
C: 1.635 3.418 2.025
F: 0.896 4.432 1.593
F: 2.703 3.922 2.684
F: 0.974 2.621 2.942
S: 2.198 2.381 0.489
O: 1.977 3.189 -0.686
O: 3.648 2.054 0.578
O: 1.328 1.172 0.597
C: -0.624 -3.350 -2.353
C: -1.547 -2.433 -1.585
C: -2.923 -2.946 -1.489
O: -1.089 -1.949 -0.377
H: -0.745 -3.084 -3.403
H: -0.956 -4.369 -2.153
H: 0.401 -3.361 -1.983
H: -1.593 -1.467 -2.087
H: -3.275 -3.390 -2.421
H: -3.598 -2.279 -0.953
H: -2.815 -3.875 -0.930
C: -0.925 0.335 3.339
O: -0.757 -0.069 2.158
N: -0.191 -0.054 4.438
C: -0.134 0.794 5.631
C: 0.661 -1.242 4.486
H: -1.540 1.212 3.593
H: -0.655 0.527 6.551
H: -0.349 1.798 5.264
H: 0.867 0.999 6.011
H: 1.693 -0.906 4.585
H: 0.307 -1.881 5.295
H: 0.729 -1.792 3.548
C: -1.697 2.222 -1.243
O: -1.205 1.439 -0.348
N: -2.898 2.049 -1.839
C: -3.327 2.807 -3.034
C: -3.848 1.026 -1.345
H: -1.168 3.080 -1.685
H: -2.474 3.324 -3.475
H: -3.998 3.663 -2.967
H: -3.592 2.188 -3.891
H: -3.526 0.090 -0.889
H: -4.630 1.642 -0.901
H: -4.511 0.733 -2.160

## Properties
Orbital gap (alpha / beta) ... 5.6759 / 6.3374 eV
Net charge ... -2
Max |F| ... 5.24 eV/Å
Relative energy (zero: lowest compared OMol25 entry of this formula, charge and spin) ... 15.86 kcal/mol
Multiplicity ... 6

[4]
A molecular structure, C12H21F9MnN3O12S3 in a non-equilibrium geometry, computed with ωB97M-V/def2-TZVPD.

Positions of all 61 atoms, in Å:
Mn: 27.237 -17.072 -10.771
C: 29.585 -19.919 -13.127
F: 30.674 -20.323 -13.737
F: 28.771 -19.352 -13.994
F: 28.968 -21.005 -12.654
S: 30.036 -18.747 -11.730
O: 30.709 -17.701 -12.446
O: 28.755 -18.358 -11.142
O: 30.819 -19.593 -10.839
C: 29.015 -13.372 -13.145
F: 30.136 -12.692 -13.389
F: 27.926 -12.656 -13.364
F: 29.007 -14.359 -14.077
S: 29.015 -14.119 -11.410
O: 28.218 -15.340 -11.547
O: 30.410 -14.415 -11.048
O: 28.384 -13.110 -10.613
C: 23.898 -15.908 -8.522
F: 24.766 -16.805 -8.044
F: 22.799 -16.561 -8.910
F: 23.559 -15.085 -7.511
S: 24.692 -14.887 -9.945
O: 25.312 -13.695 -9.410
O: 25.625 -15.888 -10.444
O: 23.551 -14.623 -10.816
C: 29.328 -16.588 -8.436
O: 28.220 -16.617 -8.966
N: 29.801 -17.568 -7.667
C: 30.889 -17.440 -6.721
C: 29.200 -18.887 -7.745
H: 29.951 -15.693 -8.550
H: 31.745 -18.019 -7.071
H: 30.567 -17.838 -5.758
H: 31.214 -16.418 -6.538
H: 28.277 -18.911 -8.320
H: 29.903 -19.623 -8.127
H: 28.767 -19.145 -6.769
C: 26.126 -16.947 -13.849
O: 26.200 -17.472 -12.749
N: 25.336 -17.307 -14.856
C: 25.321 -16.499 -16.062
C: 24.248 -18.237 -14.605
H: 26.771 -16.086 -14.061
H: 24.375 -15.952 -16.067
H: 25.397 -17.130 -16.952
H: 26.180 -15.842 -16.169
H: 24.648 -18.918 -13.858
H: 23.331 -17.744 -14.272
H: 23.921 -18.769 -15.500
C: 25.163 -19.421 -9.722
O: 26.015 -18.573 -9.962
N: 25.424 -20.719 -9.630
C: 24.310 -21.627 -9.380
C: 26.764 -21.258 -9.783
H: 24.126 -19.093 -9.598
H: 23.912 -21.949 -10.349
H: 23.504 -21.155 -8.825
H: 24.622 -22.533 -8.864
H: 26.898 -21.635 -10.801
H: 27.475 -20.431 -9.870
H: 27.099 -21.909 -8.985

## Properties
Orbital gap (alpha / beta) ... 8.0443 / 8.4454 eV
Net charge ... -1
Max |F| ... 2.24 eV/Å
Relative energy (zero: lowest compared OMol25 entry of this formula, charge and spin) ... 31.98 kcal/mol
Multiplicity ... 6

[5]
A single C12H21FN2 molecule in a non-equilibrium geometry, computed with ωB97M-V/def2-TZVPD.

Positions of all 36 atoms, in Å:
C: 0.314 2.501 0.406
C: -0.425 -2.063 -3.309
C: -0.949 -0.704 -2.836
C: -0.078 -2.986 -2.086
C: 0.190 -0.023 -2.058
C: 0.927 -2.169 -1.114
C: 0.492 -0.750 -0.687
C: -1.342 3.365 2.808
C: 0.434 -0.668 2.430
C: 1.427 -0.130 0.254
C: -0.303 2.152 2.822
C: -0.098 1.531 1.361
N: 0.531 3.517 -0.147
N: 0.878 0.383 1.542
F: -1.363 1.002 0.944
H: -1.249 -2.494 -3.903
H: 0.456 -1.903 -3.892
H: -1.133 -0.018 -3.706
H: -1.836 -0.656 -2.242
H: -0.878 -3.178 -1.513
H: 0.348 -3.862 -2.457
H: 1.144 0.162 -2.625
H: -0.033 0.983 -1.823
H: 0.933 -2.806 -0.274
H: 1.991 -2.109 -1.569
H: -0.377 -0.778 -0.175
H: -2.381 2.975 3.055
H: -1.343 3.816 1.894
H: -1.275 4.026 3.761
H: 0.687 -0.420 3.387
H: -0.632 -0.861 2.377
H: 0.820 -1.623 2.143
H: 2.039 -0.919 0.710
H: 1.992 0.659 -0.147
H: -0.569 1.397 3.520
H: 0.663 2.650 3.150

## Properties
Orbital gap (alpha / beta) ... 3.6563 / 5.8855 eV
Max |F| ... 5.91 eV/Å
Multiplicity ... 3

[6]
A single C12H21FN2O5 molecule in a non-equilibrium geometry, computed with ωB97M-V/def2-TZVPD.

Positions of all 41 atoms, in Å:
C: -2.779 -1.264 2.619
C: -2.886 -0.521 1.198
C: -1.641 0.476 1.073
F: -2.190 1.756 0.609
C: -0.533 0.061 0.001
C: 0.783 0.882 0.476
C: 1.321 1.947 -0.599
C: 2.805 2.388 -0.088
C: 3.951 1.379 -0.584
O: 3.887 1.072 -2.005
C: -1.016 0.288 -1.530
O: -2.393 -0.048 -1.856
N: -2.962 1.089 -2.383
O: -4.104 0.898 -2.625
O: -0.014 -0.462 -2.304
C: 0.863 -1.241 -1.455
O: 2.006 -1.654 -1.673
C: -0.106 -1.468 -0.167
C: 0.551 -2.264 1.057
N: -1.081 -2.463 -0.721
H: -1.749 -1.173 3.118
H: -3.080 -2.363 2.609
H: -3.506 -0.730 3.340
H: -3.048 -1.207 0.307
H: -3.827 0.146 1.257
H: -1.252 0.669 2.123
H: 1.676 0.188 0.708
H: 0.612 1.471 1.449
H: 0.654 2.884 -0.573
H: 1.407 1.552 -1.663
H: 2.856 2.417 1.059
H: 3.066 3.421 -0.490
H: 4.954 1.921 -0.422
H: 3.988 0.394 -0.003
H: 3.405 1.811 -2.436
H: -0.932 1.346 -1.956
H: 1.231 -3.102 0.647
H: 1.229 -1.629 1.729
H: -0.202 -2.778 1.744
H: -0.619 -2.888 -1.547
H: -1.322 -3.198 -0.044

## Properties
Orbital gap ... 9.8984 eV
Max |F| ... 4.74 eV/Å
Relative energy (zero: lowest compared OMol25 entry of this formula, charge and spin) ... 75.90 kcal/mol
SMILES ... CC[C@H](F)[C@]1(CCCCO)[C@H](ON=O)OC(=O)[C@]1(C)N

[7]
A molecular structure, C12H21INO8S2, computed with ωB97M-V/def2-TZVPD.

Positions of all 45 atoms, in Å:
C: -1.122 0.097 3.380
C: -1.572 0.909 2.144
C: -0.934 0.370 0.855
C: -1.444 2.435 2.352
S: -0.014 3.327 1.729
O: -0.221 3.476 0.311
O: 0.085 4.531 2.515
N: 1.293 2.380 1.874
S: 1.912 2.041 3.271
O: 1.171 2.448 4.432
O: 2.451 0.705 3.260
I: 3.954 3.438 3.284
H: -0.775 0.737 4.184
H: -1.948 -0.495 3.777
H: -0.309 -0.588 3.141
H: -2.646 0.735 2.045
H: 0.095 0.095 1.064
H: -0.944 1.096 0.046
H: -1.455 -0.526 0.522
H: -1.497 2.691 3.408
H: -2.268 2.938 1.846
O: -1.339 0.551 -2.670
C: -1.605 -0.600 -2.855
O: -2.145 -1.392 -1.899
C: -2.200 -2.759 -2.347
C: -2.231 -2.672 -3.870
C: -1.385 -1.423 -4.113
H: -1.285 -3.247 -2.010
H: -3.081 -3.219 -1.908
H: -1.840 -3.569 -4.347
H: -3.253 -2.515 -4.223
H: -0.320 -1.656 -4.162
H: -1.668 -0.850 -4.992
O: 0.692 -2.768 -1.198
C: 1.473 -1.858 -1.119
O: 1.651 -1.008 -2.152
C: 2.686 -0.052 -1.842
C: 2.774 -0.039 -0.322
C: 2.378 -1.470 0.030
H: 3.610 -0.400 -2.314
H: 2.401 0.905 -2.272
H: 3.753 0.258 0.046
H: 2.041 0.657 0.088
H: 3.229 -2.155 0.030
H: 1.854 -1.558 0.978

## Properties
Orbital gap ... 8.6350 eV
Net charge ... -1
Max |F| ... 0.55 eV/Å

[8]
A molecular structure, C12H21N3O4Pb in a non-equilibrium geometry, computed with ωB97M-V/def2-TZVPD.

Positions of all 41 atoms, in Å:
Pb: 0.157 0.294 -1.604
C: -0.806 3.662 -0.530
C: -1.921 2.607 -0.609
O: -1.672 1.262 -0.065
C: -1.406 0.970 1.343
C: -1.001 -0.483 1.389
O: 0.236 -0.745 0.713
C: 1.517 -0.633 1.392
C: 1.998 0.801 1.259
O: 2.346 0.922 -0.152
C: 2.792 2.249 -0.471
C: 1.753 3.430 -0.400
O: 0.413 2.930 -0.735
H: -0.834 4.226 0.436
H: -0.883 4.415 -1.359
H: -2.126 2.383 -1.635
H: -2.804 2.972 -0.009
H: -2.375 1.098 1.916
H: -0.678 1.590 1.859
H: -1.864 -1.048 0.946
H: -0.826 -0.754 2.472
H: 2.144 -1.386 0.818
H: 1.395 -0.889 2.440
H: 2.998 0.826 1.837
H: 1.210 1.490 1.602
H: 3.119 2.218 -1.504
H: 3.576 2.579 0.213
H: 2.050 4.301 -0.991
H: 1.758 3.878 0.619
N: 0.306 -5.280 0.044
C: -0.476 -4.333 -0.592
C: 0.213 -3.320 -1.292
N: -0.504 -2.298 -1.826
C: -1.861 -2.404 -1.812
C: -2.493 -3.472 -1.204
N: -1.816 -4.449 -0.570
H: 1.243 -5.073 0.342
H: -0.195 -5.993 0.611
H: 1.297 -3.291 -1.316
H: -2.430 -1.605 -2.332
H: -3.549 -3.648 -1.238

## Properties
Orbital gap ... 7.0480 eV
Net charge ... +2
Max |F| ... 2.82 eV/Å
Relative energy (zero: lowest compared OMol25 entry of this formula, charge and spin) ... 6.23 kcal/mol

[9]
A single C12H21N5O3 molecule in a non-equilibrium geometry, computed with ωB97M-V/def2-TZVPD.

Positions of all 41 atoms, in Å:
N: 5.053 -0.974 -0.528
C: 3.880 -0.405 -1.116
C: 3.339 0.746 -0.251
C: 2.837 0.307 1.135
C: 1.783 -0.825 1.219
C: 0.402 -0.369 0.672
N: -0.257 0.650 1.492
C: -1.224 1.552 1.072
O: -2.013 2.046 1.881
C: -1.460 1.884 -0.407
N: -0.444 2.625 -1.140
C: -2.024 0.702 -1.247
C: -3.168 -0.089 -0.717
C: -4.348 0.387 -0.201
N: -5.036 -0.749 0.155
C: -4.302 -1.809 -0.244
N: -3.188 -1.460 -0.828
C: -0.416 -1.666 0.621
O: -1.036 -2.152 1.564
O: -0.428 -2.136 -0.626
H: 4.753 -1.518 0.308
H: 5.474 -1.680 -1.116
H: 4.144 0.048 -2.103
H: 3.019 -1.091 -1.223
H: 2.500 1.316 -0.771
H: 4.150 1.480 -0.200
H: 3.740 -0.115 1.642
H: 2.433 1.147 1.803
H: 2.124 -1.807 0.726
H: 1.663 -1.104 2.313
H: 0.576 0.012 -0.334
H: -0.307 0.348 2.472
H: -2.217 2.645 -0.342
H: -0.373 3.512 -0.615
H: 0.480 2.150 -1.109
H: -2.364 1.144 -2.205
H: -1.203 0.033 -1.529
H: -4.738 1.386 0.069
H: -5.926 -0.689 0.592
H: -4.599 -2.866 -0.126
H: -1.279 -2.618 -0.758

## Properties
Orbital gap ... 9.5361 eV
Max |F| ... 2.19 eV/Å
Relative energy (zero: lowest compared OMol25 entry of this formula, charge and spin) ... 30.54 kcal/mol
SMILES ... NCCCC[C@H](NC(=O)[C@@H](N)Cc1c[nH]cn1)C(=O)O

[10]
2 unconnected molecules or ions with the total composition C12H21O6 in a non-equilibrium geometry, computed with ωB97M-V/def2-TZVPD.

Positions of all 39 atoms, in Å:
C: 0.443 -3.358 -0.546
C: -0.496 -2.634 0.546
O: -1.818 -2.274 0.075
C: -1.789 -1.202 -0.894
C: -1.958 0.270 -0.281
C: -0.702 0.791 0.577
C: -0.537 2.396 0.540
C: 0.699 2.838 -0.427
C: 0.388 2.468 -1.959
C: 1.720 2.980 -2.748
O: 1.594 2.258 -4.005
C: 0.618 1.230 -3.838
O: 0.030 0.547 -4.715
O: 0.444 1.085 -2.399
H: -0.129 -3.315 -1.552
H: 0.749 -4.427 -0.291
H: 1.366 -2.672 -0.696
H: 0.105 -1.776 1.005
H: -0.655 -3.399 1.403
H: -0.873 -1.188 -1.579
H: -2.702 -1.370 -1.591
H: -2.932 0.406 0.329
H: -2.062 0.990 -1.189
H: 0.249 0.304 0.135
H: -0.774 0.371 1.653
H: -0.205 2.722 1.601
H: -1.511 2.935 0.282
H: 1.702 2.388 -0.080
H: 0.820 3.986 -0.381
H: -0.616 2.898 -2.337
H: 2.576 2.464 -2.192
H: 1.737 4.120 -2.836
C: 0.133 -2.068 4.368
C: 1.352 -1.517 3.632
O: 2.417 -2.161 3.792
O: 1.135 -0.479 2.952
H: 0.385 -2.966 4.938
H: -0.254 -1.316 5.061
H: -0.651 -2.324 3.649

## Properties
Orbital gap ... 6.8578 eV
Net charge ... -1
Max |F| ... 6.15 eV/Å

[11]
A single C12H22BNO4 molecule in a non-equilibrium geometry, computed with ωB97M-V/def2-TZVPD.

Positions of all 40 atoms, in Å:
N: 2.217 -0.566 1.761
C: 1.599 -1.192 0.653
C: 2.622 -1.410 -0.457
O: 2.380 -2.137 -1.396
O: 3.763 -0.691 -0.333
C: 0.870 -2.527 0.903
C: -0.364 -2.475 -0.116
C: -1.569 -3.243 0.331
C: -2.497 -2.163 1.093
C: -2.103 -0.782 0.417
C: -0.717 -0.953 -0.402
C: 0.470 -0.175 0.157
C: 1.035 0.989 -0.741
C: -0.061 2.011 -1.166
C: -0.214 3.127 -0.187
B: -1.148 4.301 -0.592
O: -2.237 4.577 0.233
O: -0.913 4.999 -1.730
H: 2.736 0.277 1.543
H: 2.801 -1.231 2.270
H: 4.501 -0.937 -1.024
H: 1.434 -3.383 0.639
H: 0.519 -2.635 1.962
H: -0.014 -2.832 -1.057
H: -2.066 -3.681 -0.487
H: -1.345 -4.031 0.992
H: -3.547 -2.439 0.977
H: -2.300 -2.133 2.161
H: -2.868 -0.587 -0.372
H: -2.187 0.021 1.169
H: -0.812 -0.800 -1.448
H: 0.005 0.322 1.097
H: 1.582 0.390 -1.555
H: 1.770 1.493 -0.205
H: 0.180 2.394 -2.107
H: -1.031 1.546 -1.318
H: 0.745 3.621 -0.032
H: -0.482 2.711 0.831
H: -2.723 5.178 -0.342
H: -0.031 5.044 -2.124

## Properties
Orbital gap ... 9.3292 eV
Max |F| ... 3.51 eV/Å
SMILES ... N[C@@]1(C(=O)O)C[C@H]2CCC[C@H]2[C@@H]1CCCB(O)O